Entry 1:
51
Properties=species:S:1:pos:R:3 method="wB97M-V/def2-TZVPD" relative_energy_ev=0.428 multiplicity=2 e_tot_ev=-130876.4422 total_charge=-1
Co 0.361 -0.347 1.008
C -1.656 -3.400 -1.140
C -0.555 -2.629 -0.462
N -0.781 -1.400 -0.091
N -2.015 -0.887 -0.489
C -2.264 0.281 -0.008
S -1.239 1.179 1.028
S -3.868 0.903 -0.454
C -3.472 2.627 -0.866
C -2.800 2.787 -2.201
C -1.413 2.721 -2.312
C -0.803 2.848 -3.551
C -1.567 3.050 -4.692
C -2.948 3.123 -4.588
C -3.558 2.989 -3.350
C 0.740 -3.282 -0.274
C 0.976 -4.523 -0.904
C 2.171 -5.192 -0.809
C 3.205 -4.631 -0.049
C 3.031 -3.422 0.568
C 1.814 -2.704 0.463
O 1.756 -1.558 1.055
H -2.622 -3.010 -0.841
H -1.593 -4.455 -0.891
H -1.583 -3.292 -2.224
H -2.866 3.049 -0.065
H -4.437 3.137 -0.860
H -0.816 2.562 -1.423
H 0.276 2.789 -3.622
H -1.088 3.150 -5.658
H -3.552 3.283 -5.473
H -4.638 3.037 -3.273
H 0.196 -4.966 -1.506
H 2.307 -6.138 -1.317
H 4.152 -5.149 0.049
H 3.814 -2.959 1.155
F 3.568 3.629 0.922
C 2.812 3.154 1.918
F 3.393 3.477 3.076
F 1.621 3.743 1.861
S 2.673 1.320 1.740
O 2.078 1.166 0.434
O 3.980 0.805 1.986
N 1.577 1.059 2.827
S 1.303 -0.144 3.799
O 0.194 -0.919 3.301
O 2.440 -0.807 4.349
C 0.562 0.817 5.192
F -0.487 1.528 4.793
F 1.461 1.644 5.731
F 0.161 -0.039 6.139



Entry 2:
72
Properties=species:S:1:pos:R:3 method="wB97M-V/def2-TZVPD" relative_energy_ev=0.895 e_tot_ev=-113946.5891 total_charge=-1
Pd -0.220 -0.381 -0.235
C -1.632 -4.237 6.601
C -2.365 -2.953 6.226
C -2.488 -1.965 7.376
C -1.121 -1.446 7.800
C -0.324 -0.974 6.609
C 0.719 -0.091 6.764
C 1.434 0.350 5.653
F 2.451 1.221 5.862
C 1.127 -0.044 4.386
C 0.066 -0.940 4.202
C -0.303 -1.323 2.826
O 0.329 -0.796 1.896
C -1.366 -2.273 2.699
C -1.984 -2.696 3.836
N -1.692 -2.298 5.092
C -0.645 -1.414 5.307
C -1.882 -2.885 1.383
O -2.899 -3.587 1.499
O -1.273 -2.562 0.333
H -2.125 -4.723 7.445
H -0.596 -4.030 6.878
H -1.622 -4.929 5.759
H -3.363 -3.205 5.868
H -2.988 -2.456 8.212
H -3.109 -1.125 7.059
H -0.564 -2.228 8.325
H -1.237 -0.619 8.502
H 0.984 0.281 7.747
H 1.659 0.327 3.518
H -2.791 -3.411 3.721
C -1.498 -0.912 -5.797
S 0.299 -1.103 -5.698
C 0.714 0.281 -4.711
C 0.405 0.450 -3.403
S -0.533 -0.664 -2.449
S 0.983 1.950 -2.722
C 1.739 2.612 -4.124
S 2.507 4.075 -4.139
S 1.587 1.583 -5.485
H -1.865 -1.748 -6.391
H -1.756 0.025 -6.287
H -1.934 -0.957 -4.800
C -1.227 1.400 -0.271
C -1.743 1.373 1.112
C -1.026 1.998 2.143
C -1.471 1.954 3.447
C -2.641 1.259 3.760
C -3.354 0.614 2.751
C -2.910 0.676 1.445
C -3.083 1.181 5.130
N -3.434 1.120 6.225
H -0.538 2.223 -0.450
H -2.003 1.369 -1.030
H -0.100 2.504 1.898
H -0.909 2.433 4.239
H -4.245 0.051 3.000
H -3.447 0.150 0.665
O 2.390 0.782 0.195
S 3.008 -0.161 -0.805
C 4.782 -0.232 -0.394
C 4.939 -1.261 0.717
C 4.088 -2.444 0.261
C 2.742 -1.856 -0.160
H 5.056 0.789 -0.129
H 5.317 -0.530 -1.299
H 4.549 -0.853 1.652
H 5.983 -1.535 0.877
H 3.957 -3.193 1.043
H 4.571 -2.935 -0.588
H 2.089 -1.684 0.699
H 2.200 -2.439 -0.902